No. 1
The following is a DFT calculation (wB97M-V/def2-TZVPD) of a cluster of 2 separate species, C26H27F3N8O2 in total.

Summary:
SMILES: CN(c1cc(F)c(F)c(F)c1)c1cnc2nc(N)nc(N)c2c1.CNC(=O)[C@H](Cc1ccccc1)NC(C)=O
HOMO level, eV: -7.750
Total energy, Ha: -1895.141400
Maximum force, eV/Å: 2.95
Total charge: 0
Orbital gap, eV: 7.566

Last column: natural (NBO) charge in e.
CARTESIAN COORDINATES (ANGSTROEM)
1 C -0.7506 -2.4368 4.8953  -0.401
2 N -1.0107 -2.9828 3.5431  -0.446
3 C -0.5559 -2.2669 2.4223  0.193
4 C 0.7691 -1.8284 2.3350  -0.319
5 C 1.2168 -1.1022 1.2267  0.353
6 F 2.5059 -0.6892 1.1765  -0.305
7 C 0.3341 -0.8089 0.1787  0.280
8 F 0.7629 -0.1073 -0.8998  -0.308
9 C -0.9933 -1.2495 0.2515  0.357
10 F -1.8659 -0.9829 -0.7490  -0.298
11 C -1.4265 -1.9704 1.3673  -0.317
12 C -1.8550 -4.1094 3.3843  0.088
13 C -1.7049 -5.0052 2.2999  0.070
14 N -2.4833 -6.0795 2.1074  -0.393
15 C -3.4590 -6.3252 2.9780  0.375
16 N -4.2004 -7.3901 2.7334  -0.525
17 C -5.1711 -7.6086 3.5729  0.560
18 N -5.8812 -8.7063 3.3550  -0.771
19 N -5.4781 -6.9487 4.6580  -0.553
20 C -4.7267 -5.9059 4.8713  0.471
21 N -5.1432 -5.2229 5.9553  -0.783
22 C -3.6866 -5.5089 4.0740  -0.249
23 C -2.8769 -4.3903 4.2980  -0.164
24 H -1.6099 -1.8511 5.2355  0.188
25 H -0.5722 -3.2504 5.6058  0.211
26 H 0.1274 -1.7853 4.9150  0.218
27 H 1.4741 -2.0637 3.1230  0.236
28 H -2.4613 -2.2916 1.4098  0.244
29 H -0.9146 -4.8256 1.5777  0.203
30 H -6.2740 -9.0587 4.2147  0.388
31 H -5.3734 -9.3403 2.7543  0.398
32 H -5.1091 -4.2184 5.8481  0.381
33 H -6.0137 -5.6203 6.2921  0.405
34 H -3.0445 -3.7481 5.1565  0.214
35 C 1.7950 7.3722 -1.2430  -0.416
36 N 0.6903 6.4311 -1.0678  -0.605
37 C 0.3834 5.2922 -1.7079  0.669
38 O -0.6577 4.7425 -1.3674  -0.639
39 C 1.2437 4.6234 -2.8171  -0.131
40 C 1.4422 3.1219 -2.5303  -0.425
41 C 2.2862 2.3666 -3.5473  -0.037
42 C 1.9740 2.4345 -4.9199  -0.162
43 C 2.7597 1.7458 -5.8608  -0.218
44 C 3.8579 0.9796 -5.4340  -0.223
45 C 4.1670 0.8991 -4.0649  -0.205
46 C 3.3825 1.5898 -3.1234  -0.217
47 N 2.5535 5.2090 -3.1377  -0.618
48 C 2.7436 6.1450 -4.0666  0.680
49 C 4.1764 6.5008 -4.3863  -0.710
50 O 1.8289 6.7141 -4.6450  -0.638
51 H 1.7196 8.1658 -0.4979  0.210
52 H 1.7392 7.8290 -2.2329  0.214
53 H 2.7532 6.8681 -1.1150  0.193
54 H -0.0061 6.6844 -0.3834  0.407
55 H 0.6305 4.6932 -3.7165  0.247
56 H 1.8947 3.0192 -1.5430  0.208
57 H 0.4635 2.6418 -2.4909  0.258
58 H 1.1268 3.0153 -5.2558  0.205
59 H 2.5163 1.8023 -6.9124  0.215
60 H 4.4595 0.4469 -6.1570  0.214
61 H 5.0026 0.2984 -3.7353  0.214
62 H 3.6180 1.5129 -2.0715  0.212
63 H 3.3650 4.7739 -2.7334  0.399
64 H 4.6952 5.6132 -4.7449  0.230
65 H 4.1833 7.2624 -5.1658  0.245
66 H 4.6635 6.8853 -3.4928  0.221



No. 2
The following is a DFT calculation (wB97M-V/def2-TZVPD) of a cluster of 4 separate species, C26H27F9NO12P in total.

Summary:
SMILES: CC(=O)OC(=O)Cc1ccc(N)c2c1C(=O)C=C([PH2]=O)C2=O.CCOC(=O)C(F)(F)F.CCOC(=O)C(F)(F)F.CCOC(=O)C(F)(F)F
HOMO level, eV: -8.967
Total energy, Ha: -3204.183896
Maximum force, eV/Å: 9.23
Total charge: 0
Orbital gap, eV: 6.648

Last column: Löwdin charge in e.
CARTESIAN COORDINATES (ANGSTROEM)
1 C -0.4472 -2.5143 2.0340  0.004
2 C 0.2306 -1.0153 1.9718  -0.256
3 O 0.2846 -0.3209 3.1365  -0.032
4 O 0.7463 -0.3503 0.7651  -0.034
5 C -0.3027 -0.1509 -0.2524  -0.226
6 O -0.5244 -1.1999 -1.0924  -0.010
7 C -1.1524 1.2776 -0.4362  -0.051
8 C -1.7149 1.6346 1.0854  -0.064
9 C -0.8542 2.8123 1.8929  0.019
10 C -1.3491 3.1582 3.4171  0.024
11 C -2.6357 2.3879 4.1580  -0.121
12 N -2.9165 2.8084 5.5837  0.009
13 C -3.5085 1.2271 3.3284  0.042
14 C -3.0237 0.8537 1.7718  0.021
15 C -3.8928 -0.3012 0.9804  -0.196
16 O -3.6817 -0.7088 -0.2828  -0.047
17 C -5.1254 -1.0985 1.7816  0.009
18 C -5.5554 -0.7601 3.1820  -0.215
19 P -6.9922 -1.8492 3.8968  0.746
20 O -7.3491 -1.5179 5.4006  -0.510
21 C -4.7989 0.4433 4.0319  -0.199
22 O -5.2581 0.6844 5.2623  -0.032
23 H -1.2443 -2.5679 1.1673  0.091
24 H 0.3940 -3.3295 1.9511  0.089
25 H -1.0697 -2.5994 3.0477  0.113
26 H -2.0343 1.1306 -1.2169  0.139
27 H -0.4330 2.0904 -0.8756  0.125
28 H 0.0792 3.3499 1.3932  0.115
29 H -0.7620 3.9827 4.0344  0.104
30 H -2.3826 2.2542 6.2883  0.096
31 H -3.9354 2.8698 5.8003  0.079
32 H -5.6715 -1.9912 1.2206  0.128
33 H -6.6413 -3.2703 3.7852  0.021
34 H -8.1181 -1.6374 3.0157  0.012
35 C 2.8608 0.3109 -1.7590  -0.056
36 C 4.1894 0.8473 -1.2611  -0.197
37 O 4.6947 1.8536 -2.1533  0.014
38 C 4.1569 3.1064 -2.0126  -0.329
39 O 3.2933 3.3930 -1.1876  0.135
40 C 4.8147 4.0865 -2.9842  -0.472
41 F 4.9240 3.5813 -4.2470  0.140
42 F 6.0794 4.4206 -2.5982  0.148
43 F 4.1313 5.2595 -3.1047  0.133
44 H 2.9526 -0.0520 -2.7881  0.091
45 H 2.5139 -0.5101 -1.1254  0.073
46 H 2.0937 1.0908 -1.7645  0.068
47 H 4.9281 0.0395 -1.2466  0.130
48 H 4.1139 1.2345 -0.2397  0.129
49 C 1.7775 6.0584 -5.1956  -0.059
50 C 1.4494 4.6119 -4.8780  -0.209
51 O 0.0421 4.4541 -4.6359  0.011
52 C -0.7537 4.3712 -5.7487  -0.324
53 O -0.3297 4.4252 -6.9003  0.146
54 C -2.2141 4.1566 -5.3510  -0.471
55 F -2.6132 4.9893 -4.3464  0.138
56 F -2.4436 2.8878 -4.9062  0.141
57 F -3.0840 4.3622 -6.3798  0.142
58 H 1.4139 6.7196 -4.4019  0.089
59 H 2.8572 6.1953 -5.3014  0.078
60 H 1.2958 6.3812 -6.1232  0.079
61 H 1.9627 4.3135 -3.9583  0.105
62 H 1.7866 3.9357 -5.6704  0.131
63 C 1.3608 -9.0439 1.7777  -0.065
64 C 2.6894 -8.5075 2.2756  -0.209
65 O 3.1947 -7.5012 1.3834  0.012
66 C 2.6569 -6.2484 1.5241  -0.322
67 O 1.7933 -5.9618 2.3491  0.136
68 C 3.3147 -5.2684 0.5525  -0.469
69 F 3.4240 -5.7736 -0.7103  0.143
70 F 4.5794 -4.9342 0.9385  0.144
71 F 2.6313 -4.0954 0.4320  0.134
72 H 1.4526 -9.4068 0.7486  0.085
73 H 1.0139 -9.8649 2.4113  0.084
74 H 0.5937 -8.2640 1.7722  0.077
75 H 3.4281 -9.3153 2.2900  0.127
76 H 2.6139 -8.1203 3.2969  0.126



No. 3
The following is a DFT calculation (wB97M-V/def2-TZVPD) of a structure of composition C26H27N2O3PSV.

Summary:
HOMO level (alpha / beta), eV: -6.802 / -8.359
Total energy, Ha: -3025.773482
Maximum force, eV/Å: 3.93
Multiplicity: 4
Total charge: 0
Orbital gap (alpha / beta), eV: 6.811 / 8.372

Last column: natural (NBO) charge in e.
CARTESIAN COORDINATES (ANGSTROEM)
1 V -1.6092 1.6813 0.6212  1.018
2 O -1.6945 3.8312 -2.3419  -0.592
3 C -1.1021 3.5891 -1.3152  0.795
4 O -1.6884 3.1984 -0.2021  -0.748
5 C 0.4147 3.6568 -1.2256  -0.809
6 P 1.0074 2.0270 -0.5626  0.825
7 C 0.5039 0.8251 -1.8489  -0.369
8 C 0.6975 -0.5111 -1.4869  -0.203
9 C 0.3139 -1.5415 -2.3259  -0.207
10 C -0.2896 -1.2450 -3.5413  -0.209
11 C -0.4739 0.0767 -3.9154  -0.217
12 C -0.0735 1.1137 -3.0810  -0.150
13 C 2.8051 2.2345 -0.9190  -0.330
14 C 3.5249 3.0383 -0.0342  -0.153
15 C 4.8715 3.2869 -0.2454  -0.228
16 C 5.5184 2.7157 -1.3325  -0.213
17 C 4.8147 1.8962 -2.2018  -0.192
18 C 3.4627 1.6531 -1.9983  -0.220
19 H 0.6926 4.4074 -0.4835  0.258
20 H 0.8557 3.9030 -2.1878  0.246
21 H 1.1667 -0.7254 -0.5319  0.206
22 H 0.4728 -2.5732 -2.0354  0.212
23 H -0.6132 -2.0443 -4.1963  0.214
24 H -0.9336 0.3082 -4.8681  0.218
25 H -0.2334 2.1355 -3.3965  0.229
26 H 3.0202 3.4703 0.8244  0.205
27 H 5.4209 3.9226 0.4375  0.215
28 H 6.5708 2.9051 -1.5008  0.215
29 H 5.3169 1.4462 -3.0492  0.213
30 H 2.9187 1.0148 -2.6825  0.225
31 C 1.8782 -0.1324 3.8945  -0.618
32 C 1.4072 -0.1857 2.4448  -0.230
33 N 0.0221 -0.6202 2.2796  -0.408
34 C -0.2271 -2.0230 1.9528  -0.215
35 C 0.5386 -2.9870 2.8495  -0.617
36 C -0.9887 0.2834 2.1911  0.253
37 S -0.7900 1.9034 2.7733  -0.170
38 N -2.2386 -0.1441 1.8862  -0.627
39 C -2.6460 -0.4989 0.6701  0.615
40 O -2.1900 0.1465 -0.3259  -0.666
41 C -3.6222 -1.5788 0.4669  -0.098
42 C -3.8379 -2.0360 -0.8339  -0.164
43 C -4.6902 -3.1023 -1.0571  -0.218
44 C -5.3423 -3.7065 0.0101  -0.182
45 C -5.1429 -3.2395 1.3026  -0.220
46 C -4.2822 -2.1810 1.5345  -0.173
47 H 2.8953 0.2612 3.9247  0.216
48 H 1.8815 -1.1186 4.3592  0.204
49 H 1.2331 0.5280 4.4711  0.226
50 H 2.0363 -0.8697 1.8705  0.197
51 H 1.5012 0.8056 2.0078  0.247
52 H 0.0206 -2.2141 0.9011  0.193
53 H -1.2930 -2.2034 2.0723  0.224
54 H 1.6171 -2.8947 2.7201  0.207
55 H 0.2619 -4.0078 2.5858  0.223
56 H 0.2902 -2.8187 3.8970  0.215
57 H -3.3210 -1.5496 -1.6509  0.240
58 H -4.8470 -3.4639 -2.0651  0.219
59 H -6.0085 -4.5403 -0.1699  0.217
60 H -5.6603 -3.7082 2.1295  0.219
61 H -4.1140 -1.8003 2.5342  0.234



No. 4
The following is a DFT calculation (wB97M-V/def2-TZVPD) of a structure of composition C26H27N8O4OsS.

Summary:
Energy relative to the best compared isomer or geometry (same formula, charge and spin), kcal per mole: 52.3
HOMO level, eV: -10.367
Total energy, Ha: -2234.617507
Maximum force, eV/Å: 1.28
Total charge: +1
Orbital gap, eV: 6.916

Last column: natural (NBO) charge in e.
CARTESIAN COORDINATES (ANGSTROEM)
1 Os -1.1104 -0.4303 0.1105  1.126
2 N -0.4997 -4.5468 -0.5526  -0.318
3 C -0.3898 -3.5038 0.2572  0.242
4 N -0.9482 -2.4647 -0.3513  -0.438
5 C -1.3738 -2.9561 -1.5417  0.314
6 N -1.1243 -4.2278 -1.7115  -0.227
7 C -2.0746 -1.9914 -2.3442  0.096
8 C -2.6378 -2.2651 -3.5323  -0.075
9 N -3.5505 -1.3824 -4.0927  -0.351
10 C -3.7146 -0.2748 -3.4930  0.075
11 C -2.9126 0.2092 -2.3205  0.152
12 N -2.1962 -0.7950 -1.6452  -0.536
13 H -0.1927 -5.4928 -0.3933  0.437
14 H 0.0550 -3.5154 1.2343  0.256
15 H -2.4886 -3.2157 -4.0198  0.225
16 H -4.4787 0.4070 -3.8550  0.200
17 H -3.5207 0.8025 -1.6562  0.239
18 C 4.8086 0.2271 0.6750  -0.408
19 N 3.7144 -0.7476 0.6162  -0.433
20 C 3.9065 -1.7423 -0.4340  -0.413
21 C 2.4868 -0.4188 1.0885  0.431
22 S 1.1917 -0.9649 0.0564  -0.022
23 N 2.4218 0.1817 2.2721  -0.395
24 C 3.4610 0.0259 3.2902  -0.411
25 C 1.2903 0.9661 2.7310  -0.431
26 H 5.0903 0.4864 -0.3469  0.215
27 H 5.6797 -0.1880 1.1825  0.211
28 H 4.4921 1.1356 1.1742  0.222
29 H 4.9547 -2.0357 -0.4181  0.218
30 H 3.6608 -1.3400 -1.4195  0.212
31 H 3.2933 -2.6195 -0.2496  0.222
32 H 4.1430 -0.7757 3.0299  0.223
33 H 2.9623 -0.2261 4.2265  0.219
34 H 4.0182 0.9509 3.4418  0.212
35 H 0.5650 1.0731 1.9461  0.276
36 H 1.6412 1.9631 3.0038  0.213
37 H 0.8370 0.4968 3.6053  0.207
38 C -2.7216 -2.3018 4.2833  -0.210
39 C -1.3581 -2.2684 4.0419  -0.201
40 C -0.8768 -1.7847 2.8298  -0.282
41 C -1.7459 -1.3030 1.8476  -0.230
42 C -3.1193 -1.3357 2.1126  -0.187
43 C -3.6006 -1.8433 3.3109  -0.212
44 H -3.0993 -2.6815 5.2234  0.223
45 H -0.6651 -2.6182 4.7974  0.215
46 H 0.1953 -1.7713 2.6598  0.200
47 H -3.8224 -0.9653 1.3766  0.217
48 H -4.6681 -1.8733 3.4885  0.223
49 O 1.4341 1.9720 -0.0785  -0.546
50 C 0.6589 2.1208 -0.9789  0.714
51 N -0.4305 1.2251 -1.3100  -0.647
52 C -1.0189 1.7495 -2.3603  0.680
53 O -2.0483 1.3005 -2.9742  -0.467
54 C -0.3873 2.9965 -2.8376  -0.059
55 C -0.7008 3.8498 -3.8732  -0.180
56 C 0.0837 4.9952 -3.9931  -0.179
57 C 1.1236 5.2551 -3.1037  -0.180
58 C 1.4236 4.3775 -2.0631  -0.151
59 C 0.6452 3.2461 -1.9597  -0.157
60 H -1.5137 3.6439 -4.5560  0.240
61 H -0.1225 5.7003 -4.7870  0.232
62 H 1.7044 6.1600 -3.2214  0.231
63 H 2.2272 4.5757 -1.3668  0.236
64 O -1.1264 1.3114 1.2736  -0.667
65 C -2.2943 1.7305 0.9928  0.665
66 O -3.0024 1.0624 0.2235  -0.657
67 H -2.6343 2.6695 1.4377  0.151